Record 1
A cluster of 2 separate species, C5H14N3O in total. Source: OMol25; level of theory: wB97M-V/def2-TZVPD.

Geometry (Å):
C -0.97622 -0.72278 -1.69701
C -0.57723 2.16102 1.61714
C 1.65018 0.84883 2.04092
C 0.81226 -2.42977 -1.77959
C 0.12909 0.85457 2.11552
N -1.84441 0.00713 -2.24152
N -0.59610 -0.17144 1.47019
N 0.10584 -1.24500 -2.24990
O -0.09237 -0.88265 0.62842
H -0.53370 2.97450 2.30079
H -0.20662 2.44303 0.60161
H -1.62165 1.84453 1.48485
H 2.02304 1.31679 1.21282
H 2.19833 -0.04139 2.30274
H 1.91241 1.52525 2.91885
H 1.39971 -2.87862 -2.63336
H 0.09625 -3.18481 -1.57536
H 1.48744 -2.19422 -0.91173
H -0.34915 0.85361 3.05907
H -2.68970 0.38789 -1.87687
H -1.57210 0.33919 -3.20858
H 0.26963 -1.12638 -3.17214
H -1.02492 -0.67928 -0.40688

Values from the calculation:
- charge = +1
- frontier orbital gap (eV) = 9.03
- E (hartree) = -438.02037
- E_HOMO (eV) = -13.13


Record 2
A cluster of 2 separate species, C5H14N3Si in total. Source: OMol25; level of theory: wB97M-V/def2-TZVPD.

Geometry (Å):
C -0.96484 -0.60601 0.15812
C 0.84891 -0.28351 1.31270
C 2.15980 -1.13520 1.42859
C -0.84043 0.60476 -1.96203
C 1.11989 2.08625 0.02755
N -0.24016 -1.04691 1.16048
N -0.44749 0.38731 -0.58385
N 0.90358 0.66108 -0.06192
Si -3.21827 -1.78650 -0.12043
H 0.67842 0.51233 1.99596
H 2.86835 -0.57654 2.03921
H 2.59459 -1.24185 0.44157
H 1.81399 -2.14275 1.84564
H -1.84629 0.32534 -2.03493
H -0.54426 1.64741 -2.13548
H -0.38919 -0.05299 -2.63031
H 0.59266 2.61457 -0.70621
H 0.79792 2.46988 1.11787
H 2.12186 2.37224 -0.15650
H 1.67439 0.29382 -0.72162
H -3.90590 -1.52786 1.12841
H -2.29399 -2.80638 -0.39108
H -3.48352 -0.76850 -1.15175

Values from the calculation:
- charge = +1
- frontier orbital gap (eV) = 8.83
- E (hartree) = -652.24461
- E_HOMO (eV) = -12.64


Record 3
A structure of composition C5H14N4. Source: OMol25; level of theory: wB97M-V/def2-TZVPD.

Geometry (Å):
C -1.56973 -0.19953 2.06069
N -1.54308 -0.62844 -1.48266
C -1.02413 -0.52547 0.68047
N -1.90062 -0.11274 -0.33426
H -0.18556 -0.61217 -1.50556
H -2.05951 -0.15704 -2.23124
H -0.78709 -1.60032 0.60536
H -2.38542 -0.88089 2.30819
H -1.96179 0.81846 2.08523
H -0.79376 -0.30253 2.82225
C 0.28361 1.71866 0.39365
C 1.04305 -0.35334 -0.83663
N 1.83160 0.43778 -1.72836
N 1.65211 -1.62525 -0.66667
C 0.44417 0.20415 0.41447
H 1.41309 1.33600 -1.92636
H 2.76525 0.58936 -1.35539
H 1.06030 -2.30393 -0.21209
H 1.98753 -1.99991 -1.55130
H 1.01653 -0.12241 1.28525
H -0.36052 2.03435 -0.42818
H 1.25163 2.21254 0.28894
H -0.17766 2.07266 1.31422

Values from the calculation:
- frontier orbital gap (eV) = 7.45
- E (hartree) = -417.82437
- E_HOMO (eV) = -7.09


Record 4
A cluster of 3 separate species, C5H14N4 in total. Source: OMol25; level of theory: wB97M-V/def2-TZVPD.

Geometry (Å):
C -0.77031 -1.33524 -0.00401
C 0.87770 0.39564 0.29269
C -0.26615 0.95482 -0.13480
C 0.03837 1.00149 1.35047
C 0.77418 2.83772 -0.71695
N -0.26283 -2.13387 1.05959
N -2.19604 -1.26744 0.14363
N -0.33520 -1.73921 -1.31351
N 2.09383 -0.06196 0.02462
H -1.02146 1.06689 -0.89116
H 0.71084 -2.35884 0.90519
H -0.78601 -3.00463 1.17144
H -2.45416 -0.91520 1.05907
H -2.62846 -0.68814 -0.56539
H -0.57991 -1.05257 -2.01914
H -0.74465 -2.63576 -1.58887
H 2.30140 -0.39464 -0.90450
H 2.73686 -0.24853 0.77535
H 0.35213 1.94331 1.78615
H -0.46286 0.31569 2.03088
H 1.68359 3.07105 -0.16551
H -0.02478 3.54953 -0.51502
H 0.96395 2.69987 -1.78021

Values from the calculation:
- frontier orbital gap (spin up / spin down) (eV) = 6.54 / 6.48
- E (hartree) = -417.69261
- E_HOMO (spin up / spin down) (eV) = -5.73 / -5.64


Record 5
A cluster of 2 separate species, C5H14N4 in total. Source: OMol25; level of theory: wB97M-V/def2-TZVPD.

Geometry (Å):
C -1.76823 -2.36038 -0.66728
N -2.41658 -2.86293 0.52955
C 2.21319 1.03217 0.88304
C 3.36576 0.74686 0.27398
H -3.33240 -2.44236 0.64756
H -2.55358 -3.86507 0.48863
H -0.84281 -2.92039 -0.83074
H -2.37469 -2.47159 -1.58322
H 2.14104 0.97810 1.96073
H 4.23493 0.51426 0.86275
H 3.49333 0.76678 -0.79377
C 0.98077 1.75957 -1.10711
N 1.15226 1.73236 0.32589
N 0.12010 2.08968 1.22099
C -1.47087 -0.81977 -0.50801
N -1.68850 -0.16271 0.53413
H -0.42244 1.23455 1.39047
H -0.52172 2.80079 0.88177
H -1.84683 -0.72226 1.37241
H -1.32001 -0.30875 -1.45449
H 1.87641 2.17826 -1.56254
H 0.10579 2.35935 -1.35726
H 0.87508 0.74349 -1.50749

Values from the calculation:
- SMILES string = [H]/N=C\CN.C=CN(C)N
- frontier orbital gap (eV) = 7.90
- E (hartree) = -417.82655
- E_HOMO (eV) = -7.05


Record 6
A cluster of 2 separate species, C5H14N4 in total. Source: OMol25; level of theory: wB97M-V/def2-TZVPD.

Geometry (Å):
C 1.97685 2.20598 2.02037
C 2.19422 1.09036 1.04422
N -0.11978 0.03324 -0.31284
N 3.27832 0.55023 0.72472
H -0.55189 0.94012 -0.46134
H 1.27154 0.55917 0.44574
H 4.09833 0.88076 1.24784
H 2.91017 2.52130 2.49387
H 1.28147 1.88421 2.79550
H 1.53299 3.06228 1.51350
C -1.97892 -0.57321 -2.13226
C -0.89586 -1.05629 -1.20405
N -0.13879 -2.12847 -1.73527
N -2.26890 -0.40848 0.78000
C -1.05086 -0.95888 0.25613
H 0.58214 -2.43938 -1.09572
H 0.28177 -1.88626 -2.62525
H -2.12913 -0.10746 1.74573
H -3.01301 -1.09056 0.74713
H -0.51704 -1.70285 0.85436
H -1.53748 -0.15478 -3.03790
H -2.61999 -1.40380 -2.42419
H -2.58616 0.18275 -1.64028

Values from the calculation:
- SMILES string = C[C@@]1(N)N[C@H]1N.[H]/N=C\C
- frontier orbital gap (eV) = 9.07
- E (hartree) = -417.85663
- E_HOMO (eV) = -8.18


Record 7
The ion C5H14N4 with charge +2. Source: OMol25; level of theory: wB97M-V/def2-TZVPD.

Geometry (Å):
C 0.90932 -0.02222 0.50190
C -1.49494 -0.52093 0.27668
C 1.83997 0.02604 -0.72983
C 0.20105 -2.27681 0.27292
C -3.32334 1.15248 -0.03601
N -0.18964 -0.87792 0.30282
N 2.87718 1.06988 -0.53639
N 1.15215 0.80563 1.40913
N -1.94445 0.74557 0.11204
H 2.47235 -0.86501 -0.81719
H -2.31227 -1.14265 -0.05626
H 1.33999 0.23604 -1.71169
H 0.89974 -2.63904 1.14124
H -0.77254 -2.88194 0.29315
H 0.79447 -2.44393 -0.64448
H -3.33520 1.55224 -1.06514
H -3.97978 0.34048 0.16848
H -3.56842 1.87211 0.75428
H 3.83159 0.64233 -0.29441
H 3.00286 1.85980 -1.20246
H 2.71511 1.61934 0.31880
H 0.68321 1.04635 2.30136
H -1.36980 1.57412 0.12609

Values from the calculation:
- charge = +2
- SMILES string = [H]/N=C(/C[NH3+])N(C)/C=[NH+]/C
- frontier orbital gap (eV) = 10.31
- E (hartree) = -417.27376
- E_HOMO (eV) = -17.92


Record 8
A cluster of 2 separate species, C5H14N4O in total. Source: OMol25; level of theory: wB97M-V/def2-TZVPD.

Geometry (Å):
C 2.34271 0.82232 0.36072
C 1.49898 -0.19175 -0.35883
N 0.22117 -2.14368 -0.25921
N 1.71681 -0.34036 -1.68443
N 0.64748 -0.96055 0.32343
H 0.77072 -2.91985 0.10085
H 0.17237 -2.20708 -1.27464
H 2.04934 0.48769 -2.15974
H 0.93116 -0.77351 -2.15873
H 1.99699 0.95451 1.38324
H 2.30642 1.78270 -0.15490
H 3.37893 0.46893 0.36882
C -0.95438 0.88510 1.88691
C -2.23441 -0.55327 0.24906
C -1.03231 0.35739 0.46198
O -1.01655 0.78949 -1.77969
N -0.73136 1.32002 -0.44773
H -1.59003 1.47472 -2.14983
H -1.89321 1.38224 2.13913
H -0.81710 0.05939 2.58786
H -2.28777 -1.32351 1.01992
H -2.19852 -1.03854 -0.72469
H -3.13588 0.06278 0.28465
H -0.14156 1.60483 1.98583

Values from the calculation:
- SMILES string = C/C(N)=N/N.CC(C)=NO
- frontier orbital gap (eV) = 8.23
- E (hartree) = -493.03081
- E_HOMO (eV) = -7.38


Which largest force on an atom belongs to each record? In order, 5.911; 4.480; 2.778; 3.203; 2.592; 3.217; 4.368; 5.161 eV/Å.
Which energy relative to the best compared isomer or geometry (same formula, charge and spin) belongs to each record? In order, 508.0; 323.4; 273.4; 619.3; 267.7; 188.7; 151.6; 437.7 kJ/mol.